Density functional theory data (wB97M-V/def2-TZVPD) for C11H14N2OPPd as an isolated structure at a distorted geometry.

Cartesian coordinates (Å):
H -0.68657 -2.35616 2.98526
N 1.62790 0.93710 0.93014
H 1.11693 -2.82847 1.86303
H -0.83336 -3.26346 1.00967
H -0.59609 2.91979 -1.91033
H -0.60116 -1.29977 -3.02490
H 1.93967 -0.29508 2.55152
C 4.33884 0.51160 3.42943
N 5.48389 1.15653 3.82083
H 0.10629 1.17658 -3.84094
H 5.67346 2.10606 3.52962
C -1.28202 1.13507 -0.74835
C -0.68445 1.83691 -1.85545
C -1.28734 -0.31824 -1.11986
P -0.15092 -2.20778 1.67769
H -1.97139 1.55819 -0.01878
C 4.10160 2.08705 1.39484
H 1.49189 2.09752 -0.80640
C 2.37340 0.51195 1.96193
H 3.66604 3.24041 -0.38823
C 3.33227 2.47227 0.30352
H 5.06752 2.55966 1.58945
C -0.33354 0.91430 -2.87709
H -1.99194 -1.04320 -0.72190
C 2.09245 1.85407 0.07425
O 3.92647 -0.50193 3.99132
Pd -0.22338 -0.13483 0.77868
C 3.63118 1.07523 2.24194
C -0.69385 -0.38732 -2.45465
H 5.88067 0.85628 4.69466

Computed properties:
- net charge = +1
- calculated total energy (eV) = -29417.3917
- HOMO level (alpha / beta) (eV) = -7.68 / -11.88
- spin multiplicity = 5
- frontier orbital gap (alpha / beta) (eV) = 4.26 / 4.37
- expectation value of S² = 6.035

Charges per atom according to Löwdin partitioning, unit e: number 1, H, carries -0.078; number 2, N, carries -0.105; number 3, H, carries -0.065; number 4, H, carries -0.083; number 5, H, carries 0.126; number 6, H, carries 0.124; number 7, H, carries 0.083; number 8, C, carries -0.491; number 9, N, carries 0.172; number 10, H, carries 0.131; number 11, H, carries 0.094; number 12, C, carries -0.130; number 13, C, carries -0.049; number 14, C, carries -0.207; number 15, P, carries 0.716; number 16, H, carries 0.119; number 17, C, carries -0.069; number 18, H, carries 0.073; number 19, C, carries -0.101; number 20, H, carries 0.111; number 21, C, carries -0.063; number 22, H, carries 0.104; number 23, C, carries -0.006; number 24, H, carries 0.092; number 25, C, carries -0.174; number 26, O, carries 0.028; number 27, Pd, carries 0.658; number 28, C, carries -0.137; number 29, C, carries 0.017; number 30, H, carries 0.112

---

Density functional theory data (wB97M-V/def2-TZVPD) for C46H44N5PS6SbW as an isolated structure at a distorted geometry.

Cartesian coordinates (Å):
C -4.24276 1.28212 -1.77077
H -7.55755 -0.85362 -2.96768
N -2.13359 1.71678 -0.50863
H 1.70976 -3.65168 7.91218
C 2.05749 2.48402 2.23901
C -2.44432 -1.81779 -2.27884
C -1.57531 -1.62885 -3.47521
H -8.21333 2.08829 -2.94244
H -4.73728 -0.27180 -3.95693
C 1.29987 3.65681 2.31157
C -3.87502 3.29416 -0.49211
C 2.61932 2.42252 -3.30719
N 2.49954 -1.46511 2.65088
C -5.47017 1.78089 -2.19334
H 4.67905 1.76536 -5.91374
S 2.25094 -0.02521 -1.04122
C 0.45480 1.44187 0.69992
S 2.59687 -3.94013 0.34773
H -1.05089 -0.68034 -3.44472
C 2.64269 1.11455 -5.74831
H -1.42545 2.76408 -4.40594
H 4.76415 -2.48439 5.60391
C -4.76476 -2.14679 2.10331
N -2.13200 -1.34142 -1.08519
H 2.23256 0.51757 1.45156
H -2.16996 -1.70206 -4.38599
H 2.98010 2.39847 2.80200
H -6.16060 -0.14309 -4.98466
C -5.52010 0.40747 -4.29209
H 2.64660 0.58603 -6.69258
H 2.63277 2.91390 -2.34261
C -1.64194 2.64972 0.24730
H 4.18682 -0.82731 1.68650
H -0.50466 4.58868 1.69321
C -2.63892 -1.28600 1.29275
H -1.05455 3.87867 -1.97393
C -0.04274 3.57848 -2.24834
C -3.62014 -2.58530 -2.51632
C 3.30141 -2.18699 9.37807
N 3.43165 -0.82869 7.44274
H -7.57804 0.15633 -1.51250
C 2.25330 -2.96022 7.27663
C 3.03485 -1.95993 8.02962
H -5.43632 -2.31318 2.93542
H -6.01895 -3.09759 0.65261
H -3.23732 -1.22620 3.31966
S -0.87249 -4.28629 -0.85160
H 5.72809 -1.42208 3.56023
C 3.76648 2.42555 -4.08497
C 1.49644 1.11491 -4.96488
S -1.08358 -0.59416 1.63742
H 0.63083 0.56930 -5.31241
C -5.10880 3.79498 -0.88061
C 1.64125 1.42227 1.46579
H -6.83743 3.44021 -2.05199
C 0.10872 3.69625 1.62662
C -1.38697 1.79934 -3.89674
C 2.10580 -3.10911 5.96017
C -5.09183 -2.57446 0.84994
C -7.50932 1.76175 -3.70917
H -5.44792 4.76337 -0.53721
N 4.41484 -0.08900 9.48347
S -2.69108 4.02166 0.53121
H -0.83152 -2.43140 -3.47840
H -3.89654 0.31168 -2.09603
C -6.94728 -0.21717 -2.32166
H -7.15339 2.64332 -4.24599
H -3.78309 -2.96502 -3.51528
H 4.41161 0.95036 7.70857
C 4.00460 -1.21692 10.06164
C -0.31183 2.60335 0.85302
C -3.52791 -1.51854 2.31826
H -8.06089 1.13833 -4.41504
C 1.99899 -2.04232 3.73339
H -5.04661 1.22440 -4.84054
H 4.65617 2.92517 -3.72453
W -0.14971 -0.24465 -0.56238
C 2.76076 -2.40997 4.83846
C 4.66442 -1.59750 3.64940
H 1.62662 4.50261 2.90173
C -2.99275 -1.65079 -0.03407
H 1.40794 -3.88289 5.65283
C 1.46301 1.77437 -3.73982
C 3.80911 -1.25181 2.61117
C 4.09484 0.03640 8.19774
H -1.27117 1.01787 -4.64205
C -4.20076 -2.34683 -0.22340
S 1.28040 -1.17519 -2.44208
H 2.97430 -3.09362 9.86826
P -0.01985 1.77984 -2.66143
H 0.26720 4.14610 -3.12627
C 3.78108 1.77150 -5.30909
C -4.48888 -2.83712 -1.51687
H 0.92811 -2.22657 3.72379
H -2.33277 1.63009 -3.38241
H -5.39410 -3.40845 -1.68387
C -3.42588 2.04564 -0.93958
C -5.88699 3.03777 -1.73396
C 4.13046 -2.18699 4.77917
H 0.61866 3.80443 -1.41346
H 4.24571 -1.34384 11.11195
Sb 0.72314 -2.80433 -0.16499
H -6.16454 -0.82549 -1.87500
C -6.35476 0.94725 -3.12308

Computed properties:
- net charge = -1
- calculated total energy (eV) = -138535.4054
- HOMO level (alpha / beta) (eV) = -3.66 / -3.72
- ΔE to the lowest compared entry with this formula, charge and spin (kJ/mol) = 74.0
- frontier orbital gap (alpha / beta) (eV) = 5.40 / 5.46

Here are the Löwdin charges for atoms 1 to 99, given in e: number 1, C, carries 0.030; number 2, H, carries 0.088; number 3, N, carries 0.050; number 4, H, carries 0.100; number 5, C, carries -0.076; number 6, C, carries -0.387; number 7, C, carries -0.102; number 8, H, carries 0.079; number 9, H, carries 0.061; number 10, C, carries -0.097; number 11, C, carries -0.472; number 12, C, carries -0.138; number 13, N, carries 0.053; number 14, C, carries -0.159; number 15, H, carries 0.096; number 16, S, carries 0.054; number 17, C, carries -0.392; number 18, S, carries -0.227; number 19, H, carries -0.024; number 20, C, carries -0.090; number 21, H, carries 0.052; number 22, H, carries 0.111; number 23, C, carries -0.087; number 24, N, carries -0.031; number 25, H, carries 0.010; number 26, H, carries 0.084; number 27, H, carries 0.101; number 28, H, carries 0.084; number 29, C, carries -0.041; number 30, H, carries 0.098; number 31, H, carries 0.096; number 32, C, carries -0.559; number 33, H, carries 0.104; number 34, H, carries 0.070; number 35, C, carries -0.577; number 36, H, carries 0.029; number 37, C, carries -0.242; number 38, C, carries -0.051; number 39, C, carries -0.021; number 40, N, carries 0.144; number 41, H, carries 0.092; number 42, C, carries -0.045; number 43, C, carries -0.275; number 44, H, carries 0.099; number 45, H, carries 0.106; number 46, H, carries 0.096; number 47, S, carries -0.170; number 48, H, carries 0.099; number 49, C, carries -0.086; number 50, C, carries -0.122; number 51, S, carries 0.658; number 52, H, carries 0.088; number 53, C, carries -0.080; number 54, C, carries -0.192; number 55, H, carries 0.096; number 56, C, carries -0.090; number 57, C, carries -0.245; number 58, C, carries -0.029; number 59, C, carries -0.050; number 60, C, carries -0.075; number 61, H, carries 0.106; number 62, N, carries 0.066; number 63, S, carries 1.112; number 64, H, carries 0.056; number 65, H, carries 0.098; number 66, C, carries -0.032; number 67, H, carries 0.089; number 68, H, carries 0.116; number 69, H, carries 0.107; number 70, C, carries -0.145; number 71, C, carries -0.310; number 72, C, carries -0.114; number 73, H, carries 0.082; number 74, C, carries -0.097; number 75, H, carries 0.092; number 76, H, carries 0.100; number 77, W, carries 0.555; number 78, C, carries -0.206; number 79, C, carries -0.051; number 80, H, carries 0.093; number 81, C, carries -0.258; number 82, H, carries 0.117; number 83, C, carries -0.435; number 84, C, carries -0.160; number 85, C, carries -0.201; number 86, H, carries 0.020; number 87, C, carries -0.175; number 88, S, carries -0.011; number 89, H, carries 0.106; number 90, P, carries 0.885; number 91, H, carries 0.052; number 92, C, carries -0.097; number 93, C, carries -0.028; number 94, H, carries 0.109; number 95, H, carries 0.016; number 96, H, carries 0.122; number 97, C, carries -0.270; number 98, C, carries -0.034; number 99, C, carries -0.039

---

Density functional theory data (wB97M-V/def2-TZVPD) for a 2-piece molecular cluster, C2H10N2O2 overall at a distorted geometry.

Cartesian coordinates (Å):
O 0.98489 0.27501 -2.47739
N -0.91592 -1.59733 0.87327
C 1.07806 1.04575 -1.31312
H -1.51196 -1.56620 0.04375
H 0.04567 1.26618 -1.03482
C -1.45242 -0.67329 1.84381
H -1.15604 -2.54360 1.18397
H -1.69342 1.29098 1.80478
H 1.50706 2.01253 -1.59352
H -0.77495 -0.63536 2.70018
H -2.47268 -0.90460 2.16730
H 2.27164 0.98437 0.36317
H 1.82388 -0.19432 -2.60084
N 1.79477 0.38295 -0.28373
O -1.44060 0.58578 1.20392
H 1.24576 -0.30419 0.21646

Computed properties:
- SMILES string = NCO.NCO
- net charge = 0
- calculated total energy (eV) = -9310.6625
- HOMO level (eV) = -9.00
- ΔE to the lowest compared entry with this formula, charge and spin (kJ/mol) = 87.5
- frontier orbital gap (eV) = 9.74

Charges per atom according to Löwdin partitioning, unit e: number 1, O, carries -0.075; number 2, N, carries 0.012; number 3, C, carries -0.401; number 4, H, carries 0.083; number 5, H, carries 0.097; number 6, C, carries -0.368; number 7, H, carries 0.079; number 8, H, carries 0.086; number 9, H, carries 0.110; number 10, H, carries 0.112; number 11, H, carries 0.110; number 12, H, carries 0.064; number 13, H, carries 0.083; number 14, N, carries 0.031; number 15, O, carries -0.069; number 16, H, carries 0.046

---

Density functional theory data (wB97M-V/def2-TZVPD) for a 2-piece molecular cluster, C13H27O4S overall at a distorted geometry.

Cartesian coordinates (Å):
O -2.62026 -2.63602 -1.78577
C 1.04548 1.92872 -3.23243
H -1.34283 -3.48633 -0.37249
C 2.42228 3.08969 2.15383
H -2.73658 -5.64734 -0.28968
H 2.79054 1.19109 1.23201
H 4.08263 4.52426 2.45648
C 3.00430 4.51206 2.27880
H 2.66686 4.26940 -1.03346
H 3.13366 2.24230 -3.45174
H 0.48088 -1.11694 0.33852
C -2.09590 -3.77409 -1.10765
O 3.72872 2.10611 -0.87514
H 5.21602 1.89327 0.48592
C -0.22835 -0.94575 1.15921
H -1.23957 -0.56618 -1.05524
C 0.05005 1.26998 -3.30615
O -3.60062 -4.10683 0.74370
C -3.12101 -1.58211 -0.97775
H -3.66471 -0.93028 -1.66638
H 2.14643 2.76859 3.16422
C 3.40104 2.02505 1.60935
H -4.86806 -5.67040 1.24703
H 0.10842 -1.50646 2.02913
H -5.62623 -4.31077 0.36133
H -0.76511 0.60089 -3.12208
H -0.25444 0.12324 1.41208
H -1.59176 -4.35713 -1.88101
H -2.45828 0.20768 0.00544
H -3.83885 -1.95002 -0.24320
H -5.14846 -4.11369 2.05743
C -4.87791 -4.58349 1.11395
O -1.50925 -1.41191 0.81463
C -3.15973 -4.65373 -0.48853
H -3.99911 -4.75726 -1.18538
H 2.50208 5.06767 3.06965
H 4.00278 1.58581 2.40685
S 2.40486 2.93565 -1.22628
C -2.03675 -0.75338 -0.32214
H 2.83419 5.05310 1.33649
H 2.17076 3.72102 -3.49955
C 4.28545 2.46204 0.44079
H 4.57277 3.51773 0.44709
H 1.47858 3.08854 1.59789
C 2.24646 2.73154 -3.03829

Computed properties:
- net charge = +1
- calculated total energy (eV) = -32931.4982
- HOMO level (eV) = -11.08
- frontier orbital gap (eV) = 6.95

Charges per atom according to Löwdin partitioning, unit e: number 1, O, carries -0.130; number 2, C, carries -0.197; number 3, H, carries 0.121; number 4, C, carries -0.258; number 5, H, carries 0.130; number 6, H, carries 0.115; number 7, H, carries 0.082; number 8, C, carries -0.098; number 9, H, carries 0.054; number 10, H, carries 0.121; number 11, H, carries 0.085; number 12, C, carries -0.177; number 13, O, carries -0.389; number 14, H, carries 0.138; number 15, C, carries -0.119; number 16, H, carries 0.104; number 17, C, carries 0.170; number 18, O, carries -0.203; number 19, C, carries -0.181; number 20, H, carries 0.128; number 21, H, carries 0.112; number 22, C, carries -0.180; number 23, H, carries 0.090; number 24, H, carries 0.093; number 25, H, carries 0.089; number 26, H, carries 0.052; number 27, H, carries 0.081; number 28, H, carries 0.128; number 29, H, carries 0.130; number 30, H, carries 0.126; number 31, H, carries 0.089; number 32, C, carries -0.107; number 33, O, carries -0.187; number 34, C, carries -0.204; number 35, H, carries 0.130; number 36, H, carries 0.081; number 37, H, carries 0.128; number 38, S, carries 1.194; number 39, C, carries -0.208; number 40, H, carries 0.057; number 41, H, carries 0.112; number 42, C, carries -0.200; number 43, H, carries 0.116; number 44, H, carries 0.091; number 45, C, carries -0.309